Version 1
An isolated molecule of C15H15BFNO3, computed with the ωB97M-V functional and the def2-TZVPD basis.

Last column: Löwdin charge in e.
Element x y z (Å)
C: 1.618 1.111 -1.280  -0.009
C: 0.186 1.152 -1.614  -0.144
C: -0.733 1.283 -0.558  -0.181
O: -0.179 1.418 0.738  0.016
C: 0.141 0.332 1.563  -0.179
C: -0.421 -0.919 1.432  0.008
C: -0.170 -1.886 2.373  -0.040
C: 0.708 -1.669 3.415  -0.232
C: 0.873 -2.698 4.485  -0.227
N: 0.040 -3.928 4.317  -0.003
C: 1.428 -0.480 3.421  0.039
C: 1.113 0.543 2.540  -0.195
F: 1.778 1.714 2.557  0.085
C: -2.099 1.504 -0.826  0.019
C: -2.514 1.583 -2.149  -0.026
C: -1.598 1.549 -3.198  -0.143
C: -0.274 1.241 -2.923  0.008
B: 0.384 1.196 -4.354  -0.445
O: 1.787 1.082 -4.419  0.137
O: -0.614 1.324 -5.373  0.077
C: -1.823 1.608 -4.707  -0.139
H: 1.952 2.039 -0.793  0.109
H: 2.180 1.031 -2.203  0.068
H: 1.897 0.289 -0.613  0.094
H: -1.192 -1.055 0.731  0.109
H: -0.733 -2.777 2.336  0.093
H: 0.639 -2.226 5.447  0.122
H: 1.935 -2.928 4.525  0.109
H: 0.112 -4.506 5.133  0.052
H: 0.456 -4.489 3.561  0.079
H: 2.151 -0.300 4.200  0.127
H: -2.832 1.574 -0.039  0.117
H: -3.562 1.725 -2.375  0.111
H: 2.145 1.115 -5.326  0.113
H: -2.225 2.585 -5.014  0.138
H: -2.554 0.861 -5.010  0.132

SMILES string: Cc1c(Oc2ccc(CN)cc2F)ccc2c1B(O)OC2
lowest unoccupied orbital energy: 0.02097 hartree
molecular weight: 287.1 g mol⁻¹
HOMO energy: -8.50 eV

=====

Version 2
An isolated molecule of C15H15BFNO3, computed with the ωB97M-V functional and the def2-TZVPD basis.

Last column: Löwdin charge in e.
Element x y z (Å)
C: -0.266 2.528 -0.983  -0.014
C: 0.442 1.292 -1.361  -0.167
C: 1.228 0.666 -0.404  -0.206
O: 1.488 1.253 0.862  0.030
C: 0.821 0.759 1.968  -0.145
C: 1.127 1.203 3.271  0.002
C: 0.489 0.663 4.367  -0.084
C: -0.538 -0.263 4.223  -0.022
C: -0.852 -0.683 2.905  -0.149
C: -1.930 -1.731 2.751  -0.230
N: -1.607 -2.742 1.760  0.008
C: -0.218 -0.192 1.809  -0.134
F: -0.737 -0.451 0.564  0.063
C: 1.863 -0.547 -0.677  0.003
C: 1.667 -1.173 -1.853  -0.023
C: 0.945 -0.541 -2.851  -0.158
C: 0.324 0.660 -2.604  0.028
B: -0.382 0.872 -4.023  -0.449
O: -1.227 1.999 -4.191  0.125
O: -0.004 -0.076 -5.024  0.086
C: 0.820 -0.968 -4.298  -0.141
H: -1.286 2.295 -0.667  0.096
H: -0.308 3.257 -1.859  0.113
H: 0.216 3.007 -0.128  0.083
H: 1.927 1.869 3.412  0.104
H: 0.748 0.969 5.342  0.093
H: -1.063 -0.640 5.087  0.109
H: -2.891 -1.238 2.551  0.119
H: -2.099 -2.229 3.696  0.106
H: -2.338 -3.422 1.617  0.066
H: -1.419 -2.327 0.858  0.052
H: 2.346 -1.025 0.171  0.136
H: 2.050 -2.161 -2.001  0.115
H: -1.572 2.072 -5.108  0.111
H: 1.794 -0.968 -4.787  0.136
H: 0.443 -1.988 -4.396  0.135

SMILES string: Cc1c(Oc2cccc(CN)c2F)ccc2c1B(O)OC2
lowest unoccupied orbital energy: 0.02228 hartree
molecular weight: 287.1 g mol⁻¹
HOMO energy: -8.62 eV

=====

Energies relative to the most stable structure, in kJ/mol: version 1 0.0; version 2 30.2.

=====

Version 1
A cluster of 2 separate species, CH2N2O3 in total, computed with the ωB97M-V functional and the def2-TZVPD basis.

Last column: Löwdin charge in e.
Element x y z (Å)
C: 1.225 0.099 -0.008  -0.203
N: 0.124 0.846 -0.461  0.093
N: -1.552 -0.316 -0.088  -0.298
O: -2.438 -0.220 -0.845  0.124
O: -1.330 -0.817 0.947  0.112
O: 0.491 0.929 0.835  -0.029
H: 1.224 -0.891 0.067  0.058
H: 2.257 0.370 -0.449  0.144

lowest unoccupied orbital energy (alpha / beta): -0.00483 / -0.01630 hartree
molecular weight: 90.0 g mol⁻¹
HOMO energy (alpha / beta): -9.46 / -9.62 eV

=====

Version 2
An isolated molecule of CH2N2O3, computed with the ωB97M-V functional and the def2-TZVPD basis.

Last column: Löwdin charge in e.
Element x y z (Å)
C: 0.577 0.455 -0.113  -0.577
N: -0.303 -0.226 1.729  0.167
N: -0.624 -0.820 -1.495  0.112
O: 1.285 0.689 -1.037  0.157
O: 0.556 0.763 1.158  0.029
O: -0.587 -0.292 -0.317  -0.122
H: -1.286 0.165 2.015  0.124
H: 0.382 -0.734 -1.939  0.112

lowest unoccupied orbital energy (alpha / beta): -0.01263 / -0.04250 hartree
molecular weight: 90.0 g mol⁻¹
HOMO energy (alpha / beta): -10.94 / -9.75 eV

=====

Version 3
An isolated molecule of CH2N2O3, computed with the ωB97M-V functional and the def2-TZVPD basis.

Last column: Löwdin charge in e.
Element x y z (Å)
O: 0.204 0.173 -1.880  0.128
N: 0.878 0.196 -0.899  -0.422
O: 1.913 0.725 -0.690  0.134
N: 0.461 -0.442 0.310  -0.009
C: -0.774 -0.064 0.793  -0.134
O: -0.591 -1.372 0.311  0.058
H: -0.693 0.102 1.801  0.095
H: -1.398 0.682 0.252  0.150

SMILES string: O=[N+]([O-])N1CO1
lowest unoccupied orbital energy: 0.00251 hartree
molecular weight: 90.0 g mol⁻¹
HOMO energy: -10.97 eV

=====

Version 4
A structure of composition CH2N2O3, computed with the ωB97M-V functional and the def2-TZVPD basis.

Last column: Löwdin charge in e.
Element x y z (Å)
C: -0.087 0.280 0.181  0.137
N: -1.075 0.906 -0.419  -0.300
N: -0.571 1.301 -1.818  -0.079
O: -2.216 1.168 -0.170  0.053
O: 0.764 0.400 -2.563  -0.186
O: -1.104 2.103 -2.496  0.191
H: -0.323 -0.330 1.111  0.137
H: 0.625 0.095 -0.603  0.047

lowest unoccupied orbital energy (alpha / beta): -0.08084 / -0.08087 hartree
molecular weight: 90.0 g mol⁻¹
HOMO energy (alpha / beta): -10.49 / -10.49 eV

=====

Energies relative to the most stable structure, in kJ/mol: version 1 87.1; version 2 19.6; version 3 0.0; version 4 294.4.